# 1
Entry from the Open Molecules 2025 dataset: a cluster of 3 separate species, C35H59BClF16N2O5S in total (ωB97M-V/def2-TZVPD).

Element x y z (Å)
1 F -4.20961 3.51152 4.75174
2 C -0.17012 1.62589 -2.63389
3 F -7.36465 0.53333 6.76934
4 C -1.07271 0.29479 3.07394
5 H 2.62277 1.16629 -2.74486
6 H 2.14004 -2.43207 -0.31278
7 C -0.27156 0.62219 0.70651
8 H -0.12190 3.64578 -2.00564
9 N 0.45644 -0.40098 -1.73602
10 S 1.38138 0.23440 -4.85994
11 F -1.89774 -3.57422 1.69320
12 C -5.11154 -2.68648 3.45583
13 C -0.06427 0.54166 -3.78541
14 C -5.05303 3.12425 3.77494
15 H 1.32134 4.62289 -3.33462
16 H 4.06833 -4.42904 -2.61299
17 H -0.91887 3.37374 -3.57975
18 C 4.65961 -2.80470 -4.57143
19 C 1.79631 -3.45567 -0.47156
20 C 0.00290 -0.66744 -2.90049
21 H 0.12425 -1.02883 4.33745
22 C -3.69171 -2.62484 2.86632
23 H 5.22190 -0.19911 -1.89283
24 N 0.48006 1.50745 -0.17970
25 F -6.46857 -4.32451 6.08327
26 H 2.42982 3.20399 -1.00974
27 H -5.76603 -3.30144 2.83648
28 H 0.68338 0.62177 4.33779
29 H 3.64846 -1.51394 -3.13205
30 H 4.03947 -3.08577 -1.47981
31 B -2.40113 2.25569 -1.77549
32 F -5.28704 4.21333 2.98219
33 H 6.38356 2.39806 -0.80491
34 H 2.31711 -4.08334 0.24773
35 H 5.26678 -0.80143 -6.02404
36 C 0.97860 3.70685 -5.20504
37 C -0.41704 1.26263 2.07661
38 H 6.78283 -2.57756 -4.72397
39 H 4.36728 2.38256 -2.70664
40 H 4.23090 -2.59832 -5.54910
41 H 6.93123 -0.46622 -5.59972
42 H -2.84273 3.52931 -0.35493
43 H 1.92791 3.56862 -5.71780
44 C 4.39279 2.55150 -1.62996
45 H 5.47676 1.39104 -5.12052
46 H -5.47703 -1.66413 3.36819
47 O -5.28534 -2.97246 4.83209
48 O -3.24405 2.74545 -2.74185
49 H 2.08090 3.07842 -3.41432
50 C 1.17432 3.60414 -3.68722
51 H -5.21215 1.14675 7.87604
52 H -4.96756 1.93139 1.95805
53 C -3.15742 -3.85632 2.12735
54 H 6.08996 -1.78130 -3.32285
55 C -0.21247 0.00465 4.31682
56 H 0.58683 -1.15970 -1.06989
57 H -1.98014 0.77396 3.43198
58 C 0.76946 1.04232 -1.51595
59 H -0.28474 -1.65024 -3.24572
60 C -6.41538 2.73877 4.37889
61 F -4.92152 -0.67137 7.08728
62 H 6.52239 2.05155 -3.25809
63 H 0.27954 -0.30851 0.85946
64 C 6.00397 0.55973 -1.84447
65 F -6.29893 0.11059 4.92434
66 O -6.47518 2.22552 5.70285
67 C 2.31293 1.13246 -1.71710
68 C -5.34498 -4.25064 5.34002
69 C 2.10723 -3.91040 -1.89903
70 C 6.45328 0.96604 -3.27281
71 C -0.08408 3.09307 -2.94427
72 C 3.53436 -3.52254 -2.34083
73 H 7.42880 0.53170 -3.46640
74 C 5.94101 -1.97838 -4.38403
75 C -6.30393 0.89901 6.02179
76 C 5.94799 -0.66646 -5.18175
77 F -3.17650 2.66943 2.44577
78 H 4.92722 -3.85620 -4.50688
79 H -6.94681 3.68563 4.45674
80 H 5.21224 1.35899 -0.03359
81 H 0.29814 2.94523 -5.57663
82 H 0.73520 -3.54551 -0.24612
83 H 2.61273 -2.61460 -4.02540
84 F -4.26710 -5.85244 6.67390
85 F -2.81783 -2.23514 3.81805
86 C 5.53755 1.74293 -1.00075
87 H 0.60200 4.68664 -5.47970
88 F -4.08092 0.95585 3.44607
89 C 3.01758 2.28835 -0.99533
90 C -5.07072 0.65972 6.90930
91 H -6.98993 2.12140 3.68741
92 F -3.72595 -1.64169 1.91275
93 H 1.99133 -4.98886 -1.95898
94 F -3.94920 1.13764 6.33868
95 F -3.09238 -4.94096 2.91079
96 H -3.78153 -4.07591 1.25666
97 H -0.75547 0.21596 5.23214
98 C -4.18843 -4.55560 6.30476
99 H 4.46685 0.44041 -4.04473
100 H -1.03400 2.15198 1.96274
101 H 6.85253 0.10199 -1.33859
102 H 0.58262 1.54451 2.39676
103 C 5.48955 0.56576 -4.40520
104 O -2.53241 2.61868 -0.45370
105 F -2.99314 -4.35168 5.71892
106 H 1.36915 -3.46658 -2.56839
107 O -1.48919 1.27415 -2.13555
108 H -3.54126 3.64849 -2.57243
109 C -4.35538 2.12574 2.84329
110 F -5.44703 -5.17564 4.36412
111 H -1.37811 -0.62766 2.59068
112 H 2.23469 1.21343 -4.55623
113 Cl -1.46425 0.55242 -4.84214
114 H -1.26363 0.35197 0.33033
115 H -4.26545 -3.91635 7.18658
116 H 0.02233 2.41009 -0.22683
117 H 4.60921 3.61106 -1.50690
118 C 3.57397 -2.53090 -3.51746
119 H 3.17401 2.00176 0.03776
120 H 2.72766 0.21883 -1.28896

Properties
- M (g mol⁻¹) = 970.17
- charge = +1
- E_HOMO (eV) = -12.07
- E_tot (Eh) = -4335.69631


# 2
Entry from the Open Molecules 2025 dataset: a cluster of 3 separate species, C35H59BrNO15S2 in total (ωB97M-V/def2-TZVPD).

Element x y z (Å)
1 H 4.13014 -0.72330 0.29306
2 H 2.44848 -2.07943 -0.02476
3 O -3.03293 -6.36578 4.18036
4 C -3.45702 -5.97292 1.25918
5 C -3.88284 -8.36526 3.39260
6 C 0.36098 -8.40236 6.57883
7 H -3.45260 -3.09103 -1.83140
8 C -1.72389 -1.95576 -1.05245
9 H -1.20470 -2.56460 -1.81086
10 O -5.09182 1.79150 1.15266
11 C -3.69721 -6.89415 3.36255
12 H -3.86839 -2.08087 -0.42715
13 H 5.99787 2.37618 -2.19724
14 H -2.58663 5.26719 -0.37284
15 H 2.45858 -8.23453 7.06144
16 H -0.54478 5.01228 -2.94816
17 C 0.78659 3.62731 -1.80588
18 H -2.40136 -3.51933 0.97539
19 C -0.52111 3.18153 -1.04653
20 H -4.67792 -4.25999 0.95802
21 H 7.89705 3.01147 -6.55827
22 C -2.90459 5.55063 1.79842
23 H -3.76265 -0.15545 0.34725
24 C -3.08357 -2.70758 -0.87025
25 C 1.59380 -7.59000 6.89329
26 H -3.24166 -6.89058 0.68924
27 H -4.73060 -8.78718 2.83625
28 C -3.96751 -4.82025 0.34019
29 H 1.07833 1.12681 -0.74855
30 O 6.62081 3.95238 -4.28561
31 C -3.42821 5.35929 0.32447
32 O -0.62657 -10.45829 6.65968
33 H -3.28479 9.70244 0.19909
34 C -4.30887 4.09052 0.36288
35 H 0.95165 5.75630 -2.38746
36 C -3.39711 7.60140 -0.28049
37 H -0.43334 -9.31120 8.38976
38 H -3.40432 0.14934 2.01274
39 O -4.21774 6.50380 -0.03507
40 O 0.47931 -9.06108 5.30732
41 O 0.14962 1.10306 -3.54050
42 C -3.95132 1.85365 0.89509
43 O -0.57507 -10.85915 4.44129
44 O 4.01838 0.31621 -1.45121
45 H -2.48005 -5.65366 1.66769
46 C -1.20119 1.89125 -1.55518
47 C 0.48677 0.28002 -1.15046
48 C 5.51546 2.23199 -1.23251
49 H -4.98707 4.22918 1.20662
50 C 2.26472 -1.21766 -0.68040
51 C -3.18983 0.51553 0.99822
52 O 7.84814 5.79255 -3.93200
53 H -1.03933 2.84580 -3.53742
54 H 5.99943 1.40866 -0.69454
55 C 7.11832 4.80821 -3.34744
56 H -0.51601 -7.74935 6.53247
57 H -1.14816 -2.13148 -0.14275
58 H -4.83172 3.96630 -0.59441
59 C 0.81713 0.22537 -2.66048
60 H 1.32032 2.80151 -2.28534
61 O -3.38822 2.99106 0.48831
62 O -2.84760 7.68780 -1.29685
63 H 0.64113 -0.81736 -2.99482
64 C -2.75335 -3.94240 0.01907
65 C 3.36806 -0.19159 -0.29925
66 O 0.93539 -0.79839 -0.39039
67 H -1.82422 5.68727 1.81117
68 C -3.23823 8.74736 0.72541
69 H -2.89123 -0.21011 -1.54655
70 H -1.90157 -4.47018 -0.43048
71 H 2.41824 -1.62107 -1.69131
72 H 1.43713 -6.97963 7.78281
73 H -4.41617 -5.31215 -0.52881
74 H -3.46162 6.39244 2.22141
75 N -0.96632 0.54498 -0.94382
76 C -0.96489 1.84318 -3.10309
77 H -1.69091 7.91073 2.58197
78 C 0.52513 4.82841 -2.77905
79 C 4.05919 1.75076 -1.52584
80 H 3.80304 2.00276 -2.56951
81 C 0.12905 -9.57391 7.49608
82 C -3.08490 -9.20152 4.11609
83 C -1.83706 -0.51782 -1.58761
84 C 6.80262 4.58431 -5.56387
85 O -4.32207 -6.17514 2.37945
86 H -2.28606 2.04592 -1.48600
87 O 6.94054 4.70276 -2.17724
88 H 2.94636 0.57619 0.36864
89 S -1.39815 0.44411 0.81375
90 C 6.96094 3.56245 -6.66400
91 H -1.21862 3.99473 -1.25962
92 H 1.84274 -6.93579 6.05741
93 H 8.07564 6.30863 -5.93875
94 H 8.95921 4.86583 -5.39310
95 H -3.16572 4.66462 2.39182
96 H -3.08572 -9.22370 5.21381
97 C -0.27025 -10.19040 5.37804
98 Br -0.07928 3.43890 0.85908
99 H -2.41461 -9.92963 3.62082
100 H 6.15462 2.82944 -6.62357
101 H 5.49139 3.13456 -0.61961
102 H -3.99815 8.72791 1.51355
103 H 1.90154 0.37049 -2.77061
104 H 3.31065 2.25374 -0.89487
105 H 5.92216 5.20573 -5.75384
106 H 1.05107 -10.08250 7.78819
107 H 1.51083 4.04421 -1.10020
108 C 8.02474 5.42531 -5.30551
109 H 6.94951 4.04334 -7.64216
110 H 0.97988 4.60551 -3.75184
111 H -1.66766 -0.59043 -2.66883
112 S -1.59007 8.78365 1.54983
113 H -1.86550 1.33721 -3.50414

Properties
- M (g mol⁻¹) = 877.89
- charge = +1
- E_HOMO (eV) = -9.86
- E_tot (Eh) = -5922.29994


Question: Which value of charge does entry 2 give?
Answer: +1


Question: The lowest E_tot belongs to which entry?
Answer: C35H59BrNO15S2